Below is a 10-piece molecular cluster, C44H62N7O12P3 overall in a non-equilibrium geometry, with properties calculated with the ωB97M-V functional and the def2-TZVPD basis.

Each line ends with the Mulliken charge.
Cartesian coordinates (Å):
N (-2.91692, 0.84292, 4.98855)  -0.43
C (-2.41029, 1.02404, 6.22396)  -0.45
C (-1.07652, 0.84990, 6.59814)  -0.67
C (-0.17554, 0.54264, 5.59279)  -0.08
C (-0.64390, 0.32352, 4.32200)  0.26
C (-2.00579, 0.62176, 3.98042)  -0.11
H (-3.13976, 1.07792, 7.07043)  0.32
H (-0.69860, 0.99278, 7.59304)  0.43
H (0.90110, 0.48362, 5.83926)  0.47
H (0.05392, 0.13970, 3.45641)  0.12
H (-2.39980, 0.57626, 3.02014)  -0.06
N (2.67287, -5.58785, -1.52432)  -0.39
C (2.16808, -4.74388, -2.39693)  -1.03
C (2.52097, -4.72156, -3.75326)  -0.14
C (3.34238, -5.70785, -4.23513)  -0.57
C (3.78246, -6.65961, -3.36231)  -0.44
C (3.52685, -6.51264, -1.99265)  -0.28
H (1.54518, -3.93586, -1.99605)  1.28
H (2.13604, -3.90469, -4.40418)  0.30
H (3.47618, -5.76266, -5.30857)  0.43
H (4.37104, -7.49850, -3.69752)  0.38
H (4.00664, -7.12216, -1.20965)  0.37
N (2.39958, 4.36418, 5.99631)  -0.63
C (2.44560, 5.32105, 5.06813)  -0.32
C (2.60876, 5.07187, 3.68719)  -0.32
C (2.77092, 3.74739, 3.28369)  -0.25
C (2.80016, 2.74884, 4.23698)  0.17
C (2.63746, 3.11734, 5.61593)  -0.35
H (2.29870, 6.34817, 5.48351)  0.38
H (2.52531, 5.89391, 2.92935)  0.30
H (2.75211, 3.56470, 2.21172)  0.40
H (2.81497, 1.64800, 3.94727)  0.26
H (2.59845, 2.33446, 6.42828)  0.36
N (-4.10479, -0.09953, -0.75657)  0.04
C (-3.84090, -0.10903, 0.56218)  -0.58
C (-4.56066, 0.65166, 1.46454)  -0.90
C (-5.64816, 1.34446, 1.05175)  -0.27
C (-6.06976, 1.26871, -0.27215)  -0.88
C (-5.19017, 0.54032, -1.13577)  -0.33
H (-2.97976, -0.69053, 0.82332)  0.74
H (-4.20469, 0.67895, 2.51074)  0.72
H (-6.16080, 1.97850, 1.72524)  0.50
H (-7.01752, 1.66200, -0.60053)  0.43
H (-5.53628, 0.53394, -2.14925)  0.55
N (0.09591, -1.33901, -4.69173)  0.13
C (-1.20213, -0.96168, -4.65914)  -0.26
C (-1.89998, -0.44914, -5.79346)  -0.72
C (-1.16143, -0.13990, -6.94710)  -0.57
C (0.20874, -0.36047, -6.88207)  -0.95
C (0.80228, -1.01063, -5.74385)  -0.10
H (-1.74658, -1.20172, -3.75069)  0.65
H (-3.00021, -0.26336, -5.79635)  0.43
H (-1.57462, 0.43317, -7.78648)  0.38
H (0.72767, -0.15534, -7.80006)  0.38
H (1.83679, -1.24193, -5.73651)  0.50
N (-5.85997, -2.28155, -6.26030)  -0.59
C (-4.62898, -2.76896, -6.05792)  -0.39
C (-4.08529, -2.85961, -4.75113)  -0.28
C (-4.89270, -2.49237, -3.66874)  0.17
C (-6.20437, -2.17501, -3.84517)  -0.59
C (-6.60228, -2.00985, -5.23069)  -0.20
H (-4.03700, -3.06609, -6.91310)  0.41
H (-3.09698, -3.28577, -4.59861)  0.44
H (-4.56053, -2.57385, -2.60484)  0.24
H (-6.77409, -1.98936, -2.96347)  0.49
H (-7.63719, -1.66106, -5.41402)  0.31
N (4.52098, 0.55364, -3.53762)  -0.65
C (5.56127, -0.23433, -3.19947)  -0.39
C (5.37685, -1.52338, -2.72221)  -0.62
C (4.10852, -2.10863, -2.69806)  -0.34
C (3.00668, -1.25504, -3.05750)  1.06
C (3.28365, 0.08606, -3.35205)  -0.45
H (6.56796, 0.25527, -3.12822)  0.31
H (6.16742, -2.19921, -2.34165)  0.35
H (3.93957, -3.13009, -2.28470)  0.39
H (1.93498, -1.47859, -3.01456)  -0.10
H (2.51833, 0.80655, -3.39691)  0.57
C (0.85063, -2.82514, 3.72368)  -0.65
O (1.68213, -1.57573, 3.67248)  0.41
P (3.25275, -1.67924, 3.34261)  0.81
O (3.70522, -0.34880, 2.94241)  -0.68
O (3.76690, -2.31856, 4.65316)  -0.35
C (5.21717, -2.57413, 4.72247)  -0.82
O (3.51682, -2.79214, 2.24802)  -0.44
C (3.18039, -2.62701, 0.86369)  -0.23
H (-0.09131, -2.50343, 4.22463)  0.20
H (1.38636, -3.55970, 4.31199)  0.36
H (0.74491, -3.13256, 2.66449)  0.09
H (5.53981, -2.64176, 5.79521)  0.24
H (5.73310, -1.80706, 4.19690)  0.37
H (5.43829, -3.53373, 4.32271)  0.28
H (3.07031, -3.58514, 0.39911)  0.32
H (4.02105, -2.05765, 0.40415)  0.38
H (2.34798, -1.99335, 0.60478)  -0.09
C (-0.83066, 4.84281, 3.92021)  -0.47
O (-1.52163, 5.18001, 2.73342)  -0.43
P (-0.79122, 4.90109, 1.37413)  0.73
O (0.65072, 4.96140, 1.49508)  -0.66
O (-1.33742, 3.46950, 0.89744)  0.38
C (-2.74075, 3.30356, 1.01533)  -0.33
O (-1.44686, 5.99305, 0.48707)  -0.44
C (-1.08022, 7.45738, 0.88313)  -0.77
H (-1.51986, 4.36374, 4.62080)  0.35
H (-0.49764, 5.76179, 4.43727)  0.27
H (-0.02848, 4.10090, 3.83293)  0.05
H (-3.38863, 4.18014, 0.88944)  0.51
H (-3.04565, 2.94052, 2.04538)  0.16
H (-3.02641, 2.49643, 0.28065)  -0.26
H (-1.52749, 7.73000, 1.81276)  0.29
H (-1.49637, 8.02734, 0.08707)  0.26
H (-0.00798, 7.46462, 0.88753)  0.34
C (-1.11477, -2.19771, -1.46524)  -1.48
O (0.00353, -1.22864, -1.51948)  0.84
P (-0.11988, -0.30757, -0.19358)  -0.80
O (-0.43909, -0.96727, 1.09773)  -0.65
O (1.31913, 0.34035, -0.31851)  0.07
C (1.73809, 1.26906, 0.72263)  -0.94
O (-1.24484, 0.75100, -0.44196)  1.27
C (-1.34033, 1.46143, -1.64090)  -0.86
H (-0.96373, -2.93292, -2.31359)  0.33
H (-2.06980, -1.67643, -1.56163)  0.24
H (-1.13210, -2.65312, -0.48368)  0.52
H (1.72922, 0.75851, 1.70107)  0.13
H (1.15904, 2.17448, 0.70307)  0.38
H (2.75910, 1.50381, 0.54315)  0.39
H (-0.36183, 1.65687, -2.10948)  0.25
H (-1.82000, 2.38448, -1.42443)  0.40
H (-1.89611, 0.88860, -2.37533)  -0.03

E (Ha): -4024.21743
Max |F| (Eh/bohr): 0.094
E_LUMO (eV): 0.534